Formula: C31H47N3O12PS3
Source: the OMol25 dataset
Level of theory: the ωB97M-V functional and the def2-TZVPD basis

```
97
Properties=species:S:1:pos:R:3
C -1.0963 3.0653 4.7245
C -0.4522 4.2549 4.0290
O -0.3083 5.3212 4.5716
O 0.0282 4.0642 2.7512
C -1.0180 3.7600 1.7890
C -1.0436 2.2795 1.3829
C 0.1501 1.6353 1.0468
C 1.4843 2.3801 1.0256
C 1.5106 3.4295 -0.1503
C 2.1013 2.8426 -1.4388
O 1.5582 1.5798 -1.8009
C 0.1492 0.2624 0.7128
C 1.3978 -0.5435 0.3656
C 1.8399 -1.4456 1.5679
C 1.7757 -2.9780 1.2470
N 0.8572 -3.7101 2.1161
C 0.8560 -5.1599 1.7882
C -0.4857 -5.5467 1.1882
C -0.6354 -5.8566 -0.1562
C -1.8475 -6.1743 -0.7361
C -2.9719 -6.1897 0.1065
C -2.8509 -5.9176 1.4456
C -1.6047 -5.6031 1.9754
O -1.5269 -5.3467 3.3265
C -1.0659 -0.3754 0.7161
C -2.2695 0.2699 1.0443
C -2.2866 1.6092 1.3599
P -3.9485 2.3402 1.7216
N -3.9898 2.3902 3.4661
O -4.0011 3.9293 1.1687
C -3.4013 -0.7870 0.9627
O -4.5872 -0.6683 0.8276
N -2.6466 -2.0065 1.1447
C -2.5027 -2.0581 2.6370
O -3.5748 -2.1289 3.2705
O -1.3843 -1.9846 3.1645
C -1.4530 -1.8239 0.3986
O -0.8883 -2.5690 -0.3599
H -2.0388 3.3996 5.1655
H -1.3479 2.2679 4.0175
H -0.4000 2.6399 5.4537
H -1.9638 4.0443 2.2662
H -0.9209 4.4009 0.9071
H 1.6933 2.8590 1.9852
H 2.3220 1.7028 0.8338
H 2.1651 4.2644 0.1444
H 0.4824 3.7759 -0.2907
H 1.8748 3.5635 -2.2455
H 3.2017 2.7223 -1.3927
H 0.7982 1.6773 -2.3873
H 2.1987 0.0686 -0.0439
H 1.0990 -1.2406 -0.4283
H 1.1106 -1.2840 2.3799
H 2.8149 -1.1619 1.9860
H 1.5601 -3.1659 0.1882
H 2.8121 -3.3588 1.4191
H 1.2363 -3.5860 3.0487
H 0.9640 -5.6895 2.7435
H 1.6862 -5.3507 1.0910
H 0.2784 -5.7981 -0.7527
H -1.8946 -6.3728 -1.8033
H -3.9434 -6.4049 -0.3286
H -3.7045 -5.9313 2.1208
H -1.9592 -6.0585 3.8069
H -3.4672 1.5513 3.7331
H -4.9537 2.1432 3.6788
H -3.9416 3.9127 0.2069
C -5.2805 -3.2652 -4.1427
S -3.9290 -4.0747 -3.2671
O -4.5074 -4.8332 -2.1411
C -3.2064 -2.5770 -2.5959
H -5.8924 -4.0342 -4.6119
H -5.8871 -2.6949 -3.4382
H -4.8722 -2.6065 -4.9099
H -3.9456 -2.0504 -1.9893
H -2.8632 -1.9412 -3.4140
H -2.3596 -2.8610 -1.9747
C 6.4056 6.0338 -0.1903
S 6.5843 4.5065 -1.1250
O 5.2193 4.0569 -1.4981
C 7.1159 3.4973 0.2664
H 6.0373 6.8041 -0.8651
H 5.6927 5.8883 0.6217
H 7.3763 6.3319 0.2069
H 6.3564 3.5174 1.0485
H 8.0639 3.8767 0.6491
H 7.2493 2.4763 -0.0857
C 1.5514 2.5593 -6.8946
S 1.0392 1.1860 -5.8494
O 0.0700 1.7220 -4.8548
C 2.6190 0.9977 -5.0107
H 0.6953 2.8727 -7.4892
H 1.8889 3.3897 -6.2737
H 2.3534 2.2312 -7.5563
H 2.8885 1.9297 -4.5130
H 3.3844 0.7223 -5.7375
H 2.5227 0.2076 -4.2685
```

Output
frontier orbital gap: 0.2361 hartree
highest occupied orbital energy: -0.1762 Ha
charge: -1
relative energy (zero: lowest compared OMol25 entry of this formula, charge and spin): 0.0 kcal/mol
E_LUMO: 1.63 eV


Formula: C31H47NO4P2Re
Source: the OMol25 dataset
Level of theory: the ωB97M-V functional and the def2-TZVPD basis

```
86
Properties=species:S:1:pos:R:3
Re -0.2854 -1.7881 -1.1394
C -0.4551 -3.0017 0.7202
C 0.8999 -3.0892 0.2121
C 0.6958 -1.0885 1.3906
C -0.6215 -1.6830 1.2948
C 1.6223 -1.9176 0.6940
C -1.4041 -4.1483 0.9411
H -1.1411 -5.0302 0.3556
H -2.4252 -3.8732 0.6966
H -1.4214 -4.4370 1.9998
C -1.7705 -1.2885 2.1457
H -2.3661 -0.4884 1.6949
H -1.3892 -0.8764 3.0865
H -2.3933 -2.1443 2.4073
C 1.0839 -0.1595 2.4749
H 1.6787 -0.7170 3.2145
H 0.2133 0.2270 3.0065
H 1.6921 0.6833 2.1266
C 3.1026 -1.8403 0.8273
H 3.4364 -2.4966 1.6441
H 3.4280 -0.8372 1.1275
H 3.6255 -2.1583 -0.0880
C 1.5826 -4.3656 -0.1839
H 2.0090 -4.8947 0.6759
H 2.4141 -4.1650 -0.8575
H 0.8955 -5.0438 -0.6866
C -1.7456 0.4687 -3.6593
C -1.7408 -0.9835 -3.6131
C -0.9790 -1.7348 -4.6505
C 0.4694 -2.1044 -4.1652
C 0.6919 -1.6031 -2.7987
C 0.6727 -0.0508 -2.7751
C 0.6505 0.7301 -4.1493
C -0.7657 1.0629 -4.6589
H -0.8613 -1.1649 -5.5976
H 1.2117 -1.6859 -4.8663
H -1.5151 -2.6498 -4.9396
H -0.9474 0.6921 -5.6742
H -2.7291 0.9671 -3.6487
H -2.6733 -1.4290 -3.2702
H -0.9254 2.1465 -4.7651
H 1.2162 1.6798 -4.0267
H 1.4814 0.3516 -2.1417
H 1.2203 0.1688 -4.8892
H 0.6258 -3.1840 -4.1789
H 1.5405 -2.1035 -2.2320
P -0.8944 0.6239 -1.9980
P 2.1445 1.4788 -0.1899
C -0.2201 2.3303 -1.9036
C 1.1815 2.6569 -1.2490
H -1.0132 2.8575 -1.3596
H -0.1800 2.7329 -2.9274
H 1.9007 2.9546 -2.0094
H 0.9748 3.4738 -0.5938
C 2.8293 2.5180 1.1368
H 3.6061 1.9669 1.6790
H 2.0259 2.7448 1.8408
H 3.2354 3.4367 0.7120
C 3.7031 0.9689 -1.0800
H 4.1195 1.7793 -1.6781
H 3.5058 0.1102 -1.7207
H 4.4283 0.6159 -0.3468
C -2.4117 0.5387 -1.0339
H -2.9826 -0.3805 -1.1606
H -3.0273 1.3737 -1.3576
H -2.2143 0.6909 0.0294
C -1.5023 -3.1305 -1.7817
H -1.3619 -4.1555 -1.4956
H -1.6497 -2.9279 -2.8150
H -2.3083 -2.7247 -1.2275
O -2.5968 1.6090 1.5007
C -1.5485 2.2403 1.8315
O -0.4954 2.3575 1.1450
C -1.5540 2.8404 3.2115
C -0.4092 3.5206 3.6842
C -0.2202 3.7607 5.0441
C -1.2384 3.3913 5.9507
C -2.4690 2.8968 5.4699
C -2.6214 2.6064 4.1133
N -0.9385 3.4319 7.3382
O 0.2257 3.7334 7.6959
O -1.8563 3.1585 8.1483
H 0.3421 3.8822 2.9726
H 0.6981 4.1958 5.4268
H -3.2696 2.6948 6.1793
H -3.5423 2.1946 3.7374
```

Output
spin multiplicity: 4
frontier orbital gap (spin up / spin down): 0.1506 / 0.1582 hartree
highest occupied orbital energy (spin up / spin down): -0.4873 / -0.4875 Ha
charge: +2
relative energy (zero: lowest compared OMol25 entry of this formula, charge and spin): 37.3 kcal/mol
E_LUMO (spin up / spin down): -9.16 / -8.96 eV


Formula: C31H48AuN4O2P
Source: the OMol25 dataset
Level of theory: the ωB97M-V functional and the def2-TZVPD basis

```
87
Properties=species:S:1:pos:R:3
Au 0.1344 0.0295 0.0799
C -0.8010 -0.4238 3.0981
N 0.3891 0.2239 2.5835
C 1.6066 -0.4673 2.9628
C 0.4340 1.6614 2.8545
C 0.1784 2.5533 1.6619
C 0.1430 3.9379 1.8537
C -0.0068 4.8002 0.7862
C -0.1380 4.3002 -0.4980
C -0.1247 2.9259 -0.7016
C 0.0328 2.0779 0.3736
H -0.9129 -0.2890 4.1799
H -0.7487 -1.4894 2.8871
H -1.6744 -0.0151 2.5939
H 1.7962 -0.4021 4.0413
H 2.4459 -0.0358 2.4218
H 1.5381 -1.5169 2.6862
H 1.4250 1.9144 3.2421
H -0.2878 1.9057 3.6410
H 0.2523 4.3353 2.8524
H -0.0129 5.8676 0.9523
H -0.2337 4.9624 -1.3429
H -0.2224 2.5337 -1.7050
C 8.7854 0.5271 0.7122
C 7.3867 0.3327 0.2507
C 6.3635 1.1983 0.6247
C 5.0419 0.9631 0.2828
C 4.0155 1.9641 0.6970
C 4.7160 -0.1868 -0.4797
C 3.3502 -0.5719 -0.7034
O 2.4243 -0.2477 0.0484
C 5.7633 -1.0176 -0.9597
C 5.4977 -2.2081 -1.8210
C 7.0641 -0.7467 -0.5739
H 8.9102 1.4665 1.2430
H 9.4726 0.4907 -0.1313
H 9.0640 -0.2884 1.3802
H 6.6023 2.0734 1.2133
H 4.4545 2.9603 0.7155
H 3.6676 1.7394 1.7056
H 3.1502 1.9675 0.0371
H 3.1532 -1.2413 -1.5509
H 4.8706 -2.9375 -1.3090
H 6.4324 -2.6973 -2.0855
H 5.0007 -1.9168 -2.7465
H 7.8587 -1.4019 -0.9008
O -2.2214 -0.3403 0.0143
P -3.7027 -0.2682 -0.0905
N -4.1987 -0.1962 -1.6775
C -3.2853 0.0956 -2.7724
C -4.1646 0.0466 -4.0198
C -5.5363 0.4659 -3.4898
C -5.5800 -0.2087 -2.1206
N -4.4210 1.0614 0.6340
C -4.2107 2.3659 0.0069
C -4.5758 3.4017 1.0839
C -5.0507 2.5680 2.2807
C -4.3332 1.2410 2.0733
N -4.4234 -1.5872 0.6205
C -3.6620 -2.6738 1.2189
C -4.7099 -3.7248 1.5853
C -5.9807 -2.8991 1.7865
C -5.8508 -1.8342 0.7023
H -2.4623 -0.6236 -2.7865
H -2.8559 1.0955 -2.6320
H -4.2094 -0.9676 -4.4138
H -3.7993 0.7089 -4.7997
H -6.3493 0.1406 -4.1331
H -5.5875 1.5496 -3.3842
H -5.9286 -1.2441 -2.2326
H -6.2249 0.2938 -1.3963
H -4.8479 2.4487 -0.8760
H -3.1646 2.4845 -0.3071
H -5.3540 4.0805 0.7413
H -3.6986 3.9935 1.3483
H -6.1284 2.4149 2.2337
H -4.8058 3.0290 3.2345
H -4.7919 0.4024 2.5964
H -3.2845 1.3305 2.3922
H -3.1477 -2.3012 2.1108
H -2.9033 -3.0527 0.5277
H -4.4325 -4.2862 2.4769
H -4.8508 -4.4278 0.7635
H -5.9932 -2.4403 2.7746
H -6.8813 -3.4987 1.6694
H -6.3902 -0.9111 0.9245
H -6.2283 -2.2382 -0.2462
```

Output
frontier orbital gap (spin up / spin down): 0.1525 / 0.1512 hartree
highest occupied orbital energy (spin up / spin down): -0.4833 / -0.4833 Ha
charge: +2
relative energy (zero: lowest compared OMol25 entry of this formula, charge and spin): 57.3 kcal/mol
E_LUMO (spin up / spin down): -9.00 / -9.04 eV